# 1
27
Properties=species:S:1:pos:R:3 method="wB97M-V/def2-TZVPD" e_homo_ev="0.377 / -5.603" e_above_lowest_ev=0.000 e_lumo_ev="2.966 / -0.145" spin_multiplicity=3 charge=-1
C 1.0289 -0.6763 0.9565
C -0.9177 0.7505 0.9995
C -0.0808 2.6412 0.0745
C 2.6520 -1.7853 -0.7014
C -2.9565 0.6208 -1.0497
C 2.4816 -0.9782 0.5883
C 1.0511 1.6491 -0.0747
C -1.9539 -0.2785 -0.3575
N 0.4669 0.5207 0.6565
O -1.1625 2.1143 0.6558
O 0.4097 -1.5673 1.5055
O -1.3758 0.5003 2.1409
O -0.0132 3.8441 -0.1713
S -2.5999 -1.4479 0.8325
S -0.8762 -1.2034 -1.5174
H 3.5262 -2.3798 -0.5773
H 2.6574 -1.0913 -1.4852
H 1.8455 -2.4226 -0.7064
H -3.3290 1.2381 -0.0954
H -2.3449 1.1078 -1.8658
H -3.7428 0.0237 -1.5514
H 2.7419 -1.6232 1.4900
H 3.1560 -0.0571 0.5654
H 2.0424 2.1175 0.3402
H 1.2901 1.5146 -1.1387
H -2.3323 -0.8484 1.9956
H -1.6643 -2.2836 -1.5090

---

# 2
89
Properties=species:S:1:pos:R:3 method="wB97M-V/def2-TZVPD" e_homo_ev=-0.770 e_above_lowest_ev=0.797 e_lumo_ev=3.338 spin_multiplicity=1 charge=-2
Mg 1.3533 1.5831 -0.6809
N 1.0561 2.1866 4.2357
C 0.6766 1.4631 3.1172
S -0.9919 1.3575 2.7755
N 1.6760 0.8078 2.5692
N 1.5890 0.3444 1.3021
C 2.2494 -0.7425 1.1061
C 2.5212 -1.2350 -0.2416
C 3.1427 -2.4701 -0.4344
C 3.4226 -2.8799 -1.7230
C 3.0870 -2.0493 -2.7826
C 2.4873 -0.8298 -2.5027
N 2.2012 -0.4382 -1.2652
H 0.3373 2.8194 4.5506
H 1.9771 2.5920 4.1490
H 2.6847 -1.2662 1.9559
H 3.3983 -3.0804 0.4217
H 3.9045 -3.8347 -1.8993
H 3.3083 -2.3172 -3.8064
H 2.2636 -0.0986 -3.2729
S 0.9061 4.6019 -4.6751
As 1.4775 4.1364 -2.6705
S 2.8439 2.3859 -2.6314
S -0.2503 3.3459 -1.5334
S 2.4033 5.7907 -1.6222
C 0.7669 4.9496 1.5147
N 2.2127 4.8613 1.6616
C 2.8865 6.0917 2.0390
C 4.1039 6.3237 1.1699
C 4.9883 5.0982 1.2388
N 4.2238 3.9046 0.9400
C 4.9406 2.8519 0.2548
C 2.8638 3.8595 1.0074
O 2.2338 2.9060 0.5509
H 0.5183 5.6642 0.7249
H 0.3299 5.2570 2.4686
H 0.3577 3.9890 1.2158
H 3.1668 6.0616 3.1030
H 2.1707 6.9068 1.9137
H 4.6497 7.2108 1.4977
H 3.7709 6.4514 0.1368
H 5.4602 5.0087 2.2303
H 5.7916 5.1694 0.5003
H 5.2867 3.2000 -0.7216
H 4.2786 2.0122 0.0749
H 5.7936 2.5349 0.8641
C -4.8807 -3.4066 1.5621
C -4.6806 -1.9711 1.0613
C -5.9843 -1.2075 1.3381
C -3.5811 -1.2915 1.8841
C -4.3713 -1.9696 -0.4724
O -5.5857 -2.2873 -1.1864
C -3.3514 -3.0250 -0.9436
C -1.9633 -3.1506 -0.3029
C -1.1601 -4.2093 -1.0118
C -1.4263 -5.5601 -0.7997
C -0.7198 -6.5515 -1.4622
C 0.2695 -6.1792 -2.3556
Cl 1.1708 -7.4198 -3.1968
C 0.5619 -4.8475 -2.5864
C -0.1528 -3.8693 -1.9090
C -4.0421 -0.5505 -1.0011
N -2.6542 -0.3063 -1.3134
C -1.6858 0.2080 -0.5487
N -0.5502 0.2187 -1.2110
C -0.8923 -0.2831 -2.4214
N -2.1518 -0.6370 -2.5295
H -5.1416 -3.3875 2.6218
H -3.9854 -4.0182 1.4557
H -5.7009 -3.9098 1.0419
H -6.2013 -1.2580 2.4071
H -6.8274 -1.6245 0.7899
H -5.9032 -0.1519 1.0801
H -3.8023 -1.4029 2.9471
H -3.5361 -0.2209 1.6947
H -2.5808 -1.6833 1.7214
H -5.8091 -3.2024 -0.9857
H -3.2175 -2.8611 -2.0155
H -3.8485 -3.9983 -0.8485
H -2.0474 -3.4278 0.7501
H -1.4184 -2.2085 -0.3388
H -2.2002 -5.8441 -0.0951
H -0.9270 -7.5987 -1.2892
H 1.3435 -4.5730 -3.2800
H 0.0815 -2.8254 -2.0779
H -4.3511 0.2156 -0.2940
H -4.6012 -0.4049 -1.9244
H -1.8104 0.5556 0.4637
H -0.2034 -0.3590 -3.2453

---

# 3
10
Properties=species:S:1:pos:R:3 method="wB97M-V/def2-TZVPD" e_homo_ev=-9.064 e_above_lowest_ev=0.280 e_lumo_ev=0.449 spin_multiplicity=1
S -3.0038 -0.0387 0.0898
H -3.4340 0.4501 -1.1069
H -2.0887 0.9281 0.1237
C 1.0293 -1.1280 0.4984
S 2.2651 0.2722 0.6829
S 1.9898 1.4114 -1.0360
H 0.1494 -0.5528 0.2146
H 1.0435 -1.5674 1.4858
H 1.2083 -1.7808 -0.3514
H 0.8410 2.0059 -0.6011

---

# 4
15
Properties=species:S:1:pos:R:3 method="wB97M-V/def2-TZVPD" e_homo_ev=-9.851 e_above_lowest_ev=2.139 e_lumo_ev=0.938 spin_multiplicity=1
C -0.6681 1.3110 -0.1707
C -0.2745 -0.1417 -0.0435
C -1.2684 -1.0426 0.6496
N 0.4546 -0.7896 -1.1414
C 1.1538 -0.4996 0.1031
C 3.1723 0.9925 -0.2473
N 2.1616 0.4803 0.0711
H -0.7977 1.7606 0.8196
H -1.6167 1.3945 -0.7129
H 0.0919 1.8885 -0.7064
H -2.2410 -1.0190 0.1468
H -0.9065 -2.0750 0.6432
H -1.4014 -0.7227 1.6882
H 0.7267 -0.1060 -1.8465
H 1.4585 -1.3628 0.6881

---

# 5
65
Properties=species:S:1:pos:R:3 method="wB97M-V/def2-TZVPD" e_homo_ev="-16.569 / -17.334" e_lumo_ev="-9.281 / -13.473" spin_multiplicity=5 charge=+3
Ir 0.3563 -0.4389 -0.7507
C -1.7426 -1.7699 2.0838
As 0.0649 -1.6747 1.3985
C 1.0792 -0.9628 2.8844
C 0.6658 -3.5088 1.2624
H -1.7873 -2.5270 2.8658
H -2.4463 -2.0209 1.2924
H -2.0134 -0.8038 2.5083
H 0.7011 -1.4205 3.7986
H 0.9623 0.1171 2.9462
H 2.1317 -1.2205 2.7787
H 0.5743 -3.9795 2.2411
H 1.7076 -3.5350 0.9417
H 0.0657 -4.0589 0.5388
C 2.2829 -7.5555 -0.4791
C 2.0156 -6.8709 -1.8096
S 2.3849 -5.1092 -1.7502
O 1.1547 -4.3652 -2.0003
O 3.1076 -4.7885 -0.5451
C 3.4840 -4.8121 -3.1485
C 4.3562 -3.5485 -3.0169
N 3.7952 -2.5233 -2.1305
C 2.7067 -1.7882 -2.4054
N 2.3134 -1.1189 -1.3216
C 3.2179 -1.3979 -0.3214
C 4.1228 -2.2696 -0.8083
N 5.2021 -2.8603 -0.0381
O 5.1234 -2.6769 1.1545
O 6.0770 -3.4540 -0.6289
C 2.0324 -1.7595 -3.7253
H 2.0156 -8.6067 -0.5739
H 1.6882 -7.1182 0.3208
H 3.3327 -7.4870 -0.2027
H 0.9708 -6.9336 -2.1100
H 2.6205 -7.3018 -2.6087
H 2.8556 -4.8057 -4.0385
H 4.1534 -5.6701 -3.2135
H 4.5125 -3.1024 -3.9980
H 5.3241 -3.8041 -2.6087
H 3.1693 -0.9735 0.6661
H 2.7591 -1.7589 -4.5373
H 1.4446 -0.8460 -3.8103
H 1.3836 -2.6299 -3.8342
C 0.0405 4.4643 -0.9544
C 1.2333 3.8083 -1.2206
C 1.2677 2.4300 -1.1519
N 0.1817 1.7001 -0.8369
C -0.9725 2.3412 -0.5684
C -1.0815 3.7142 -0.6215
H -0.0145 5.5439 -0.9978
H 2.1316 4.3527 -1.4742
H 2.1791 1.8778 -1.3449
H -1.8146 1.7205 -0.2855
H -2.0266 4.1863 -0.3938
I -2.7412 -4.8932 -3.5531
C -2.2989 -2.9263 -3.4422
C -2.8853 -2.0050 -4.3285
C -2.5328 -0.6755 -4.1947
C -1.6346 -0.3148 -3.2001
N -1.0787 -1.1905 -2.3394
C -1.3938 -2.4774 -2.4597
H -3.5831 -2.3281 -5.0897
H -2.9422 0.0833 -4.8468
H -1.3420 0.7209 -3.0738
H -0.9051 -3.1760 -1.7899

---

# 6
58
Properties=species:S:1:pos:R:3 method="wB97M-V/def2-TZVPD" e_homo_ev=-9.672 e_above_lowest_ev=0.000 e_lumo_ev=0.493 spin_multiplicity=1
C 4.4519 -1.1507 1.6500
C 4.5334 -0.2912 0.3970
O 3.6291 -0.7280 -0.6075
C 2.5484 0.1725 -0.8674
C 1.4166 -0.0722 0.1089
C 0.3802 1.0675 0.2221
C -0.8995 0.3950 0.7414
C -1.9564 1.3322 1.2442
O -1.5388 2.0081 2.4510
S -0.3896 3.0478 2.0777
O -0.9618 4.0398 1.2232
O 0.2161 3.5598 3.2564
C 0.8907 2.1307 1.2018
C 1.8203 3.2219 0.5950
N 1.6443 3.4210 -0.8444
H 3.6706 -0.8241 2.3306
H 5.3891 -1.1278 2.1974
H 4.2147 -2.1686 1.3618
H 4.4195 0.7664 0.6335
H 5.5336 -0.4211 -0.0160
H 2.2478 -0.0507 -1.8875
H 2.8935 1.2032 -0.8498
H 0.8601 -0.9562 -0.1947
H 1.7944 -0.2834 1.1057
H 0.1522 1.4749 -0.7571
H -0.5868 -0.1941 1.6077
H -1.2967 -0.3168 0.0247
H -2.3011 2.0513 0.5044
H -2.8184 0.7403 1.5331
H 1.4429 1.6169 1.9817
H 2.8378 2.9692 0.8773
H 1.6065 4.1446 1.1243
H 1.4127 4.3947 -1.0014
H 2.5314 3.2806 -1.3131
Br 4.4403 -1.0032 -5.0329
C 3.9741 -2.5069 -3.8886
C 2.5620 -2.9705 -4.1271
Br 1.2856 -1.7503 -3.3142
H 4.1400 -2.1852 -2.8639
H 4.6799 -3.2942 -4.1437
H 2.3925 -3.9314 -3.6467
H 2.3070 -3.0427 -5.1790
Br -5.2198 -0.5132 -0.3061
C -4.8006 0.8488 -1.6314
C -4.6613 0.2706 -3.0122
Br -2.9753 -0.6768 -3.2320
H -3.8956 1.3425 -1.2954
H -5.6299 1.5520 -1.5970
H -4.6443 1.0676 -3.7521
H -5.4484 -0.4344 -3.2576
Br -2.7923 -2.0251 2.7294
C -4.3754 -2.0992 3.8595
C -5.2649 -3.2568 3.4925
Br -6.2550 -2.8998 1.8571
H -4.8743 -1.1406 3.7629
H -4.0011 -2.2132 4.8741
H -6.0187 -3.4145 4.2604
H -4.7133 -4.1769 3.3321

---

# 7
12
Properties=species:S:1:pos:R:3 method="wB97M-V/def2-TZVPD" e_homo_ev=-8.692 e_above_lowest_ev=0.532 e_lumo_ev=0.907 spin_multiplicity=1
C -0.1625 -1.5748 2.7130
S 0.7478 -0.6643 1.4376
H -0.5522 -2.4679 2.2337
H 0.4568 -1.8333 3.5501
H -1.1009 -1.0612 2.9195
H 0.3714 0.5659 1.8002
C 0.3857 1.7713 -1.7035
S -0.8872 0.5011 -2.0973
H 0.3287 2.5625 -2.4346
H 0.1478 2.2222 -0.7420
H 1.3575 1.2991 -1.7667
H -0.0144 -0.2677 -2.7542

---

# 8
77
Properties=species:S:1:pos:R:3 method="wB97M-V/def2-TZVPD" e_homo_ev=-11.297 e_lumo_ev=-3.045 spin_multiplicity=1 charge=+1
C -7.0220 -4.0967 -0.7643
O -6.2445 -4.8286 0.1537
C -4.8602 -4.8467 -0.1436
C -4.0977 -3.7389 0.5929
C -2.7434 -4.1806 1.1597
C -2.3293 -3.3390 2.3613
C -0.9141 -3.6626 2.8478
C 0.1730 -2.9774 2.0076
C 0.6364 -1.6197 2.5888
C 0.3232 -0.4322 1.6609
C 1.4954 -0.1107 0.7410
C 1.2442 0.9717 -0.3275
C -0.1869 1.0082 -0.9064
B -0.6045 -0.4304 -1.5540
C -2.0757 -0.8707 -1.7932
O 0.3838 -1.3202 -1.8711
N -1.1560 1.6367 0.0166
C -0.9348 2.9687 -0.0169
N -1.3691 3.8207 0.8842
N -2.0577 3.4804 2.0517
N -0.1833 3.3264 -1.1179
C -0.3527 4.6396 -1.6762
O -1.2525 5.3729 -1.3657
N 0.7212 5.0065 -2.4721
C 0.3714 5.8853 -3.5633
O -0.5257 5.7491 -4.3143
F 1.2486 6.8585 -3.6212
C -0.1881 2.1156 -1.9838
Br -1.7846 2.2382 -3.1263
H -8.0688 -4.3041 -0.5525
H -6.8205 -4.4038 -1.7946
H -6.8607 -3.0178 -0.6678
H -4.7225 -4.7628 -1.2261
H -4.4872 -5.8254 0.1589
H -4.7495 -3.4061 1.4035
H -3.9515 -2.8820 -0.0698
H -1.9809 -4.0748 0.3835
H -2.8084 -5.2308 1.4473
H -3.0356 -3.5108 3.1747
H -2.3786 -2.2803 2.0808
H -0.7955 -3.3967 3.8987
H -0.7697 -4.7444 2.7988
H -0.2206 -2.7863 1.0062
H 1.0253 -3.6464 1.9138
H 1.7218 -1.6534 2.6993
H 0.2244 -1.4490 3.5809
H 0.0842 0.4312 2.2999
H -0.5828 -0.6719 1.0925
H 2.3159 0.2455 1.3639
H 1.8091 -1.0423 0.2739
H 1.5464 1.9437 0.0644
H 1.9166 0.7688 -1.1641
H -2.3008 -0.6635 -2.8430
H -2.1730 -1.9514 -1.6818
H -2.8203 -0.3448 -1.1989
H 1.1487 -0.9635 -2.3346
H -1.1589 1.2796 0.9656
H -1.2155 4.8074 0.7384
H -1.6490 2.6831 2.5189
H -3.0365 3.3251 1.8405
H 1.2046 4.2004 -2.8592
H 0.6363 2.0661 -2.6844
C 7.3489 0.7207 -0.0436
C 5.8674 0.4714 -0.2566
O 5.0218 1.2292 0.5972
C 5.1297 2.6370 0.4928
C 4.7945 3.1859 -0.8848
H 7.6241 0.5213 0.9922
H 7.9315 0.0652 -0.6903
H 7.6318 1.7482 -0.2750
H 5.6345 -0.5687 -0.0286
H 5.5973 0.6340 -1.3070
H 6.1221 2.9741 0.8076
H 4.4212 3.0293 1.2237
H 5.4873 2.8335 -1.6488
H 4.8407 4.2751 -0.8743
H 3.7861 2.8812 -1.1805